Computed, not measured: CHN3O in the gas phase in a non-equilibrium geometry, with ωB97M-V/def2-TZVPD.

Positions of all 6 atoms, in Å:
C 0.600178 0.397108 -0.036269
N -0.625423 0.893096 -0.075944
N -1.429148 -0.084629 -0.039143
O -0.730160 -1.231604 0.007166
N 0.731226 -0.955076 -0.099575
H 1.453330 0.981106 0.243764

Cartesian forces, eV/Å:
C 2.955 -3.515 0.114
N -1.731 0.238 0.423
N 0.786 -0.653 -0.012
O 1.664 0.088 -1.063
N -4.023 3.463 1.228
H 0.349 0.381 -0.690

Computed properties:
**LUMO level**: -0.48 eV
**Total charge**: 0
**F_max**: 5.449 eV/A
**HOMO-LUMO gap**: 11.61 eV
**Relative energy (zero: lowest compared OMol25 entry of this formula, charge and spin)**: 421.6 kJ/mol
**M**: 71.04 u
**Structure (SMILES)**: c1nnon1

---

Computed, not measured: a 2-piece molecular cluster, C10H10FNO2 overall in a non-equilibrium geometry, with ωB97M-V/def2-TZVPD.

Positions of all 24 atoms, in Å:
C 0.576464 -1.317191 -2.305503
C 0.498148 0.060077 -2.578808
C 0.753120 -1.783285 -0.964541
C 0.528937 0.920066 -1.483659
C 0.803871 -0.912330 0.099706
C 0.766000 0.515969 -0.162961
C -2.048574 3.100949 -1.150691
C 0.574403 -1.535307 1.455985
C 0.856272 1.357343 0.920594
C -0.896651 -1.182918 1.907471
N -1.078618 0.163038 2.238576
O -2.800001 2.425885 -1.652760
O -1.306864 3.782241 -0.627943
F -0.488351 0.437881 3.503492
H 0.459677 -1.851366 -3.214918
H 0.325582 0.417512 -3.492128
H 0.759160 -2.730177 -0.665117
H 0.452382 1.949045 -1.742087
H 0.723647 -2.629364 1.514848
H 1.429765 -1.255502 2.088581
H 1.638125 1.359968 1.637791
H 0.258530 2.215207 1.028056
H -1.609992 -1.441639 1.130358
H -1.175031 -2.066103 2.515661

Cartesian forces, eV/Å:
C 0.377 1.276 0.689
C 0.306 -2.312 5.468
C -0.476 4.078 -2.659
C 0.348 -0.104 -0.528
C -0.073 0.298 -0.922
C -0.250 -2.931 -1.047
C 0.299 0.312 0.438
C 1.006 0.405 -0.221
C -0.433 1.254 1.412
C 1.337 -2.211 -0.018
N -0.204 1.156 0.894
O -2.398 -2.197 -1.740
O 2.069 1.862 1.325
F -0.211 -0.698 -0.644
H 0.117 -1.507 -0.128
H -0.543 1.257 -3.582
H -0.044 -4.177 0.319
H 0.012 0.942 0.335
H -0.472 0.310 -0.851
H -0.926 0.723 0.723
H 0.485 -0.817 0.696
H -0.615 1.172 -0.398
H 0.231 0.768 -0.940
H 0.058 1.141 1.378

Computed properties:
**LUMO level (spin up / spin down)**: -0.29 / -0.54 eV
**Total charge**: 0
**F_max**: 5.945 eV/A
**HOMO-LUMO gap (spin up / spin down)**: 8.96 / 7.07 eV
**Relative energy (zero: lowest compared OMol25 entry of this formula, charge and spin)**: 432.0 kJ/mol
**M**: 195.19 u